1.
This record from OMol25 describes a cluster of 11 separate species, C22H14Cl40FN3 in total at a distorted geometry. The level of theory is ωB97M-V with the def2-TZVPD basis set.

Energy relative to the best compared isomer or geometry (same formula, charge and spin), eV: 0.000
Total charge: 0
Kohn-Sham gap, Eh: 0.310
Structure (SMILES): CNCc1cccc2nc(CCF)cnc12.ClC(Cl)(Cl)Cl.ClC(Cl)(Cl)Cl.ClC(Cl)(Cl)Cl.ClC(Cl)(Cl)Cl.ClC(Cl)(Cl)Cl.ClC(Cl)(Cl)Cl.ClC(Cl)(Cl)Cl.ClC(Cl)(Cl)Cl.ClC(Cl)(Cl)Cl.ClC(Cl)(Cl)Cl
HOMO, eV: -8.96
Calculated total energy, eV: -531121.4861

Last column: Mulliken charge in e.
CARTESIAN COORDINATES (ANGSTROEM)
C 0.63 -2.53 0.04  -0.350
N 1.02 -1.11 -0.16  -0.304
C -0.09 -0.36 -0.79  -0.934
C -1.27 -0.18 0.18  0.437
C -1.01 0.07 1.50  -0.336
C -2.08 0.25 2.44  -1.034
C -3.37 0.12 1.99  -0.524
C -3.67 -0.15 0.62  -0.120
N -4.99 -0.27 0.26  -0.486
C -5.16 -0.52 -1.02  1.027
C -6.60 -0.70 -1.50  -0.626
C -7.20 -1.88 -0.64  -0.259
F -8.10 -2.65 -1.35  -0.329
C -4.07 -0.63 -1.95  -1.296
N -2.79 -0.51 -1.66  -0.378
C -2.62 -0.29 -0.32  0.883
H 0.57 -2.78 1.11  -0.122
H -0.35 -2.75 -0.44  0.127
H 1.38 -3.18 -0.44  0.374
H 1.73 -1.15 -0.88  0.274
H -0.41 -0.94 -1.68  0.498
H 0.29 0.63 -1.11  0.369
H 0.01 0.15 1.88  0.559
H -1.93 0.48 3.50  0.434
H -4.21 0.23 2.68  0.467
H -7.16 0.20 -1.18  0.206
H -6.68 -0.90 -2.58  0.445
H -6.34 -2.51 -0.33  0.232
H -7.61 -1.48 0.30  0.283
H -4.33 -0.80 -3.00  0.481
C 1.26 -4.48 3.83  0.166
Cl 0.13 -3.13 3.91  -0.071
Cl 2.80 -3.90 3.17  0.042
Cl 1.51 -5.15 5.45  -0.091
Cl 0.61 -5.74 2.77  -0.101
C -3.24 -4.62 -2.68  0.318
Cl -1.59 -4.99 -3.20  -0.119
Cl -3.76 -5.79 -1.45  -0.122
Cl -3.28 -2.97 -2.00  0.083
Cl -4.34 -4.70 -4.07  -0.123
C -3.79 3.75 -2.36  0.195
Cl -5.01 3.80 -3.64  -0.129
Cl -4.23 2.53 -1.16  -0.005
Cl -2.22 3.31 -3.06  -0.038
Cl -3.67 5.34 -1.59  -0.008
C -2.67 9.09 -0.06  0.350
Cl -2.37 8.99 1.68  -0.034
Cl -3.11 10.75 -0.49  -0.104
Cl -1.21 8.62 -0.94  -0.105
Cl -4.00 8.01 -0.50  -0.096
C 5.89 -1.20 2.03  0.304
Cl 4.48 -0.30 1.47  -0.071
Cl 5.52 -2.93 2.03  -0.035
Cl 7.26 -0.90 0.94  -0.101
Cl 6.31 -0.67 3.66  -0.076
C 5.17 -2.66 7.00  0.247
Cl 6.82 -2.99 6.45  -0.090
Cl 4.74 -3.82 8.27  -0.116
Cl 5.08 -1.02 7.65  -0.101
Cl 4.04 -2.83 5.65  0.062
C 7.79 -1.56 -3.53  0.270
Cl 8.59 -0.14 -4.23  -0.107
Cl 7.43 -1.24 -1.82  -0.046
Cl 6.28 -1.87 -4.40  -0.083
Cl 8.86 -2.96 -3.69  -0.087
C 6.84 -5.78 -1.02  0.239
Cl 6.51 -6.40 -2.65  -0.110
Cl 7.10 -4.03 -1.10  0.109
Cl 5.46 -6.13 0.03  -0.086
Cl 8.29 -6.57 -0.37  -0.106
C -0.17 1.65 -6.16  0.263
Cl 0.29 3.33 -5.82  -0.097
Cl -1.56 1.63 -7.25  -0.101
Cl 1.19 0.81 -6.92  -0.106
Cl -0.59 0.84 -4.64  0.025
C 0.28 11.01 3.87  0.367
Cl 0.61 10.33 2.26  -0.070
Cl 0.28 12.77 3.77  -0.093
Cl -1.30 10.44 4.44  -0.115
Cl 1.54 10.48 4.99  -0.094

***

2.
This record from OMol25 describes a structure of composition C22H14F5N2O2SV at a distorted geometry. The level of theory is ωB97M-V with the def2-TZVPD basis set.

Total charge: 0
Kohn-Sham gap (alpha / beta), Eh: 0.223 / 0.229
Spin multiplicity: 3
HOMO (alpha / beta), eV: -7.33 / -7.40
Calculated total energy, eV: -80225.4355

Last column: Mulliken charge in e.
CARTESIAN COORDINATES (ANGSTROEM)
V -6.65 -3.54 13.96  0.401
O -6.20 -2.34 12.45  -0.546
C -6.96 -1.57 11.78  0.917
C -6.72 -1.23 10.48  -0.473
C -7.59 -0.43 9.76  -0.314
C -8.71 0.09 10.41  -0.751
C -8.96 -0.23 11.73  -0.751
C -8.08 -0.98 12.53  0.436
C -8.23 -1.17 13.94  -0.559
N -7.59 -2.07 14.71  -0.054
C -7.22 -1.67 16.09  -0.752
C -5.76 -2.04 16.37  -0.701
N -5.43 -3.12 15.43  -0.062
C -4.42 -3.90 15.66  -0.515
C -4.43 -5.34 15.71  0.455
C -3.42 -6.05 16.39  -0.741
C -3.42 -7.44 16.47  -0.626
C -4.42 -8.19 15.83  -0.361
C -5.43 -7.57 15.18  -0.779
C -5.46 -6.15 15.06  1.177
O -6.51 -5.54 14.60  -0.550
H -5.81 -1.67 10.03  0.408
H -7.39 -0.21 8.72  0.414
H -9.44 0.73 9.93  0.383
H -9.84 0.09 12.26  0.380
H -8.98 -0.57 14.41  0.475
H -7.87 -2.18 16.79  0.325
H -7.39 -0.58 16.12  0.456
H -5.77 -2.39 17.43  0.355
H -5.10 -1.16 16.29  0.431
H -3.43 -3.39 15.72  0.320
H -2.62 -5.47 16.88  0.349
H -2.66 -7.98 17.03  0.362
H -4.31 -9.28 15.86  0.398
H -6.30 -8.11 14.77  0.407
F -4.89 -7.35 8.77  -0.297
C -5.67 -6.71 9.66  0.471
C -5.16 -6.08 10.80  -0.062
F -3.85 -6.16 11.12  -0.311
C -5.99 -5.37 11.65  -0.100
F -5.34 -4.59 12.59  -0.171
C -7.39 -5.29 11.44  0.600
S -8.53 -4.45 12.43  -0.381
C -7.87 -5.93 10.27  0.219
F -9.17 -5.86 9.96  -0.320
C -7.03 -6.60 9.40  0.337
F -7.59 -7.16 8.29  -0.302

***

Q: Which of these has the highest calculated total energy?
A: C22H14F5N2O2SV

***

What did the second record say?
This record from OMol25 describes a structure of composition C22H14F5N2O2SV at a distorted geometry. The level of theory is ωB97M-V with the def2-TZVPD basis set.

Total charge: 0
Kohn-Sham gap (alpha / beta), Eh: 0.223 / 0.229
Spin multiplicity: 3
HOMO (alpha / beta), eV: -7.33 / -7.40
Calculated total energy, eV: -80225.4355

Last column: Mulliken charge in e.
CARTESIAN COORDINATES (ANGSTROEM)
V -6.65 -3.54 13.96  0.401
O -6.20 -2.34 12.45  -0.546
C -6.96 -1.57 11.78  0.917
C -6.72 -1.23 10.48  -0.473
C -7.59 -0.43 9.76  -0.314
C -8.71 0.09 10.41  -0.751
C -8.96 -0.23 11.73  -0.751
C -8.08 -0.98 12.53  0.436
C -8.23 -1.17 13.94  -0.559
N -7.59 -2.07 14.71  -0.054
C -7.22 -1.67 16.09  -0.752
C -5.76 -2.04 16.37  -0.701
N -5.43 -3.12 15.43  -0.062
C -4.42 -3.90 15.66  -0.515
C -4.43 -5.34 15.71  0.455
C -3.42 -6.05 16.39  -0.741
C -3.42 -7.44 16.47  -0.626
C -4.42 -8.19 15.83  -0.361
C -5.43 -7.57 15.18  -0.779
C -5.46 -6.15 15.06  1.177
O -6.51 -5.54 14.60  -0.550
H -5.81 -1.67 10.03  0.408
H -7.39 -0.21 8.72  0.414
H -9.44 0.73 9.93  0.383
H -9.84 0.09 12.26  0.380
H -8.98 -0.57 14.41  0.475
H -7.87 -2.18 16.79  0.325
H -7.39 -0.58 16.12  0.456
H -5.77 -2.39 17.43  0.355
H -5.10 -1.16 16.29  0.431
H -3.43 -3.39 15.72  0.320
H -2.62 -5.47 16.88  0.349
H -2.66 -7.98 17.03  0.362
H -4.31 -9.28 15.86  0.398
H -6.30 -8.11 14.77  0.407
F -4.89 -7.35 8.77  -0.297
C -5.67 -6.71 9.66  0.471
C -5.16 -6.08 10.80  -0.062
F -3.85 -6.16 11.12  -0.311
C -5.99 -5.37 11.65  -0.100
F -5.34 -4.59 12.59  -0.171
C -7.39 -5.29 11.44  0.600
S -8.53 -4.45 12.43  -0.381
C -7.87 -5.93 10.27  0.219
F -9.17 -5.86 9.96  -0.320
C -7.03 -6.60 9.40  0.337
F -7.59 -7.16 8.29  -0.302

***

Q: Look up the calculated total energy of the first one.
A: -531121.4861 eV

***

Q: Among the records above, which one has the highest calculated total energy?
A: C22H14F5N2O2SV